No. 1
Entry from OMol25: a gas-phase ion, C3H6N4 (charge +2) in a non-equilibrium geometry (ωB97M-V with the def2-TZVPD basis set).

```
! RIJCOSX wB97M-V def2-TZVPD def2/J DEFGRID3
* xyz 2 3
C 1.473 1.200 -0.295
C -0.335 -0.298 -0.039
C -1.771 -0.368 0.003
N 2.031 -0.866 0.425
N 2.259 0.205 0.029
N 0.538 -1.215 0.266
N 0.175 0.986 -0.199
H 2.005 2.094 -0.572
H -2.236 0.504 -0.370
H -1.767 -0.446 1.128
H -2.318 -1.213 -0.286
H 0.443 -2.267 0.524
H -0.495 1.685 -0.614
*
```

energy relative to the best compared isomer or geometry (same formula, charge and spin): 1.5665 eV
energy: -336.02500 Eh
frontier orbital gap (alpha / beta): 8.82 / 8.82 eV
HOMO energy (alpha / beta): -19.679 / -23.067 eV
⟨S²⟩: 2.01
LUMO level (alpha / beta): -10.86 / -14.25 eV

These are the Löwdin partial charges, in e, on atoms 1 to 4: C 0.038; C -0.207; C 0.111; N 0.276


No. 2
Entry from OMol25: a single C3H6N4O molecule in a non-equilibrium geometry (ωB97M-V with the def2-TZVPD basis set).

```
! RIJCOSX wB97M-V def2-TZVPD def2/J DEFGRID3
* xyz 0 1
H -0.157 -3.058 -0.329
N 0.430 -2.163 -0.404
C -0.197 -0.951 -0.192
C -1.478 -0.397 0.366
C -0.979 0.798 0.677
O -1.107 1.785 1.588
N 0.233 1.185 -0.034
N 0.561 0.024 -0.729
N 1.726 -0.003 -1.367
H -1.765 -1.418 0.864
H -2.160 1.566 1.760
H 1.052 1.258 0.666
H 2.336 0.503 -0.794
H 1.503 0.872 -2.071
*
```

energy relative to the best compared isomer or geometry (same formula, charge and spin): 6.8640 eV
energy: -411.95669 Eh
frontier orbital gap: 8.32 eV
SMILES: [H]/N=c1\cc(O)[nH]n1N
HOMO energy: -8.025 eV
LUMO level: 0.30 eV

These are the Löwdin partial charges, in e, on atoms 1 to 4: H 0.035; N 0.060; C -0.415; C 0.048